{"formula": "C18H41EuN2P3S2", "method": "the ωB97M-V functional and the def2-TZVPD basis", "s_squared": 12.03, "multiplicity": 7, "de_lowest_kj_mol": 476.5, "charge": 3, "orbital_gap_ev": [5.9518, 1.7855], "species": ["Eu", "P", "P", "P", "H", "C", "C", "H", "C", "C", "C", "C", "C", "C", "C", "C", "C", "H", "H", "H", "H", "H", "H", "H", "H", "H", "H", "H", "H", "H", "H", "H", "H", "H", "H", "H", "H", "H", "H", "H", "H", "H", "H", "H", "H", "H", "C", "C", "C", "C", "C", "C", "S", "H", "H", "H", "H", "H", "H", "N", "C", "N", "S", "H", "H", "H", "H"], "positions_angstrom": [[0.088853, 0.191233, -0.375575], [-1.530204, 2.005064, 1.306453], [-2.104104, -1.366635, 1.971667], [2.167956, 2.351629, -0.187417], [-0.827736, -4.081028, -0.712334], [0.200943, -4.104821, -1.100760], [1.318563, -4.253773, -0.359618], [1.282252, -4.647108, 0.656330], [-2.735597, 2.351992, -0.040948], [-2.667782, 2.103735, 2.742347], [-0.717589, 3.636342, 1.485870], [-1.662579, -3.147610, 2.093933], [-2.679800, -1.183935, 3.725287], [-3.802978, -1.499433, 1.266025], [3.487567, 1.178628, -0.718839], [3.235158, 3.729529, 0.354382], [1.625308, 2.978612, -1.824089], [0.265261, -3.956238, -2.186970], [2.303444, -3.917658, -0.740984], [-3.286629, 3.269061, 0.226839], [-3.432982, 1.507466, -0.151341], [-2.211740, 2.496411, -0.999111], [-3.042028, 3.135365, 2.781177], [-2.133685, 1.870195, 3.673009], [-3.504405, 1.405468, 2.618180], [-1.511939, 4.374061, 1.674885], [-0.154154, 3.898351, 0.579119], [-0.015850, 3.610963, 2.329403], [-2.562398, -3.758157, 1.913942], [-1.270049, -3.366472, 3.096271], [-0.881796, -3.384493, 1.353163], [-3.482647, -1.901801, 3.906872], [-3.068930, -0.184741, 3.936682], [-1.852580, -1.359994, 4.424983], [-4.435958, -2.112612, 1.921735], [-3.740367, -1.962352, 0.275160], [-4.242541, -0.494147, 1.146349], [3.815921, 1.426556, -1.735773], [3.127077, 0.139365, -0.678781], [4.328571, 1.298347, -0.008919], [3.802792, 4.120765, -0.500841], [3.919500, 3.349247, 1.124574], [2.618897, 4.523729, 0.798546], [2.526693, 3.313066, -2.370230], [0.926159, 3.814221, -1.678294], [1.105793, 2.196522, -2.390990], [1.308945, -1.364618, -4.443310], [0.853391, -0.621865, -5.549751], [1.279258, -0.912450, -6.849813], [2.119673, -2.001674, -7.094321], [2.468089, -2.841917, -6.021374], [2.034540, -2.541158, -4.715275], [0.962519, -0.795693, -2.777110], [0.035785, -1.641993, -2.185454], [0.191417, 0.225828, -5.345826], [0.966845, -0.265053, -7.686225], [2.490460, -2.193293, -8.099091], [3.106260, -3.710336, -6.211887], [2.284787, -3.183259, -3.868504], [0.214094, -0.908356, 4.537159], [0.236101, 0.382691, 4.096143], [-0.271198, 1.303885, 4.934182], [0.931567, 0.792152, 2.585514], [0.259595, -1.045650, 5.560519], [0.737591, -1.584544, 3.967891], [-0.183703, 2.285693, 4.695945], [-0.613668, 1.028688, 5.849213]], "atomic_forces_ev_per_a": [[-0.59, 0.57, 2.87], [-0.40, 0.50, -0.83], [-0.75, -0.46, 0.38], [0.47, -0.03, -0.38], [0.57, -0.86, -0.06], [0.40, 0.45, 0.13], [-0.54, 0.67, -0.52], [0.00, 0.47, -0.08], [-0.19, 0.38, 0.24], [0.19, -0.28, 0.08], [-0.12, 0.13, -0.03], [0.21, -0.23, -0.31], [0.34, 0.48, 0.36], [0.13, 0.25, -0.40], [0.06, 0.00, 0.18], [-0.36, 0.17, 0.54], [0.14, 0.32, 0.03], [0.08, 0.30, 0.37], [-0.57, -0.95, 0.07], [-0.04, -0.32, -0.49], [0.12, 0.31, 0.05], [-0.18, 0.14, 0.14], [-0.03, -0.29, 0.02], [-0.36, 0.11, -0.37], [0.18, 0.26, 0.05], [0.43, 0.01, -0.12], [-0.25, 0.05, 0.26], [-0.19, 0.04, -0.24], [0.43, 0.06, 0.13], [-0.11, -0.01, -0.30], [-0.36, -0.14, 0.34], [0.11, -0.02, -0.08], [-0.02, -0.20, -0.10], [-0.57, -0.09, -0.38], [0.11, 0.19, -0.28], [-0.18, 0.05, 0.09], [0.05, -0.43, 0.09], [0.11, -0.18, 0.24], [0.36, 0.11, -0.07], [-0.38, -0.33, -0.44], [-0.13, -0.12, 0.25], [-0.17, 0.20, -0.19], [0.29, -0.11, -0.17], [-0.60, -0.08, -0.02], [0.24, -0.14, -0.19], [0.08, 0.12, -0.16], [-0.23, -1.01, -0.69], [-0.40, 0.60, 2.51], [0.96, -0.80, -2.20], [-0.34, 0.22, 0.27], [0.32, 0.07, -2.06], [-0.77, 1.25, 2.30], [0.17, -0.42, -0.60], [0.54, -0.23, -1.10], [0.17, -0.26, -0.31], [0.16, -0.35, 0.52], [-0.11, -0.04, 0.23], [-0.23, 0.24, 0.20], [0.08, -0.01, -0.37], [0.98, 0.38, 0.34], [0.44, -0.65, 0.28], [0.38, -0.40, -0.48], [0.18, -0.07, 0.76], [-0.11, -0.13, -0.93], [-0.34, 0.59, 0.57], [0.00, -0.34, 0.25], [0.11, 0.29, -0.19]]}